Below is 4 unconnected molecules or ions with the total composition C48H34NO8, with properties calculated with ωB97M-V/def2-TZVPD.

Geometry as XYZ:
```
91
C48H34NO8, DFT ωB97M-V/def2-TZVPD
N 7.912 -3.029 -2.666
C 6.580 -3.124 -1.929
O 5.405 -2.700 -2.412
C 6.611 -3.797 -0.406
C 6.862 -5.419 -0.654
C 8.325 -5.830 -0.039
C 9.470 -6.038 -1.194
C 9.175 -7.250 -2.258
O 8.206 -7.268 -3.190
H 7.764 -2.897 -3.696
H 8.531 -2.289 -2.267
H 7.511 -3.416 0.246
H 5.574 -3.702 0.128
H 6.722 -5.635 -1.796
H 5.981 -6.000 -0.100
H 8.181 -6.899 0.462
H 9.744 -5.008 -1.732
H 10.470 -6.343 -0.616
H 9.906 -8.194 -2.261
C 3.655 -2.027 -6.193
C 3.900 -1.929 -4.823
C 2.948 -2.386 -3.909
C 1.742 -2.931 -4.366
C 1.487 -3.006 -5.735
C 2.450 -2.564 -6.651
C 0.198 -3.533 -6.227
O -0.026 -3.603 -7.429
C -0.820 -3.967 -5.250
C -2.069 -4.415 -5.701
C -3.033 -4.840 -4.784
C -2.751 -4.827 -3.418
C -1.510 -4.376 -2.966
C -0.546 -3.936 -3.883
C 0.750 -3.427 -3.392
O 0.997 -3.412 -2.192
H 4.400 -1.680 -6.905
H 4.833 -1.499 -4.466
H 3.149 -2.311 -2.842
H 2.264 -2.632 -7.721
H -2.296 -4.431 -6.766
H -4.003 -5.182 -5.136
H -3.499 -5.164 -2.704
H -1.298 -4.364 -1.898
C -3.006 4.584 -0.286
C -4.131 3.964 0.256
C -4.068 2.627 0.654
C -2.879 1.905 0.498
C -1.761 2.518 -0.066
C -1.821 3.865 -0.449
C -0.516 1.752 -0.280
O 0.467 2.291 -0.773
C -0.477 0.326 0.099
C 0.677 -0.428 -0.152
C 0.728 -1.774 0.216
C -0.368 -2.368 0.842
C -1.521 -1.621 1.088
C -1.579 -0.274 0.707
C -2.816 0.497 0.939
O -3.781 -0.025 1.485
H -3.052 5.628 -0.588
H -5.058 4.521 0.371
H -4.949 2.151 1.081
H -0.948 4.354 -0.877
H 1.538 0.029 -0.638
H 1.623 -2.358 0.015
H -0.326 -3.415 1.135
H -2.374 -2.093 1.573
C -3.073 3.695 3.658
C -2.102 4.686 3.794
C -2.388 5.851 4.508
C -3.654 6.030 5.079
C -4.633 5.050 4.922
C -4.338 3.874 4.219
C -5.987 5.250 5.476
O -6.847 4.388 5.342
C -6.293 6.507 6.187
C -7.589 6.735 6.668
C -7.884 7.916 7.353
C -6.885 8.866 7.568
C -5.595 8.644 7.086
C -5.301 7.466 6.385
C -3.942 7.257 5.848
O -3.065 8.093 6.032
H -2.847 2.783 3.109
H -1.120 4.552 3.346
H -1.623 6.618 4.615
H -5.093 3.098 4.104
H -8.374 5.997 6.507
H -8.892 8.093 7.721
H -7.113 9.782 8.108
H -4.822 9.392 7.253
```

Output
**HOMO-LUMO gap**: 2.079 eV
**Highest occupied orbital energy**: -2.23 eV
**Net charge**: -1

Below is a molecular structure, C48H35F4MoN4Sb, with properties calculated with ωB97M-V/def2-TZVPD.

Geometry as XYZ:
```
93
C48H35F4MoN4Sb, DFT ωB97M-V/def2-TZVPD
Mo 0.662 -0.177 -0.149
N 7.296 7.750 0.602
C 6.579 6.869 0.429
C 5.679 5.763 0.212
C 5.246 4.998 1.292
C 4.387 3.934 1.078
C 3.944 3.636 -0.207
C 4.376 4.407 -1.281
C 5.246 5.464 -1.077
C 3.016 2.488 -0.411
C 3.543 1.230 -0.237
C 4.935 0.905 -0.163
C 5.023 -0.454 -0.242
C 3.690 -0.935 -0.329
N 2.805 0.046 -0.320
C 1.694 2.791 -0.790
C 1.177 4.080 -1.018
C -0.137 3.925 -1.429
C -0.382 2.552 -1.421
N 0.698 1.845 -1.035
H 5.586 5.238 2.290
H 4.047 3.330 1.910
H 4.033 4.169 -2.280
H 5.591 6.061 -1.910
H 5.740 1.619 -0.111
H 5.914 -1.061 -0.246
H 3.370 -1.966 -0.377
H 1.715 5.005 -0.892
H -0.835 4.698 -1.708
H -1.291 2.050 -1.719
F -7.123 2.834 1.867
C -6.053 2.146 1.428
C -5.010 2.841 0.849
C -3.912 2.125 0.399
C -3.864 0.737 0.518
C -4.928 0.072 1.122
C -6.035 0.775 1.581
Sb -2.171 -0.323 -0.211
C -2.833 -2.295 0.194
C -2.159 -3.045 1.155
C -2.509 -4.365 1.404
C -3.542 -4.914 0.673
F -3.884 -6.197 0.895
C -4.241 -4.200 -0.283
C -3.878 -2.882 -0.517
C -2.710 -0.173 -2.288
C -1.754 -0.375 -3.282
C -2.068 -0.242 -4.627
C -3.359 0.104 -4.968
F -3.671 0.243 -6.270
C -4.339 0.316 -4.023
C -4.003 0.174 -2.683
H -5.064 3.917 0.762
H -3.083 2.670 -0.043
H -4.905 -1.004 1.242
H -6.872 0.276 2.051
H -1.339 -2.604 1.707
H -1.984 -4.967 2.133
H -5.043 -4.678 -0.829
H -4.407 -2.319 -1.278
H -0.745 -0.640 -3.023
H -1.330 -0.392 -5.403
H -5.337 0.589 -4.337
H -4.767 0.353 -1.934
C 2.516 -3.032 1.990
C 1.785 -3.851 0.958
C 1.931 -5.235 0.978
C 1.338 -6.039 0.020
C 0.604 -5.456 -1.002
C 0.434 -4.081 -1.063
C -0.314 -3.464 -2.211
C 0.998 -3.279 -0.056
N 0.773 -1.904 -0.083
H 2.158 -3.262 2.995
H 2.406 -1.965 1.828
H 3.581 -3.274 1.964
H 2.534 -5.681 1.760
H 1.459 -7.114 0.059
H 0.152 -6.075 -1.768
H -0.972 -4.196 -2.680
H 0.381 -3.101 -2.973
H -0.920 -2.616 -1.894
F 0.257 1.515 5.884
C 0.356 1.123 4.591
C 0.677 2.051 3.629
C 0.780 1.637 2.302
C 0.566 0.308 1.910
C 0.223 -0.585 2.937
C 0.123 -0.197 4.266
H 0.842 3.083 3.911
H 1.024 2.397 1.568
H 0.025 -1.623 2.698
H -0.139 -0.903 5.045
```

Output
**HOMO-LUMO gap**: 5.845 eV
**Highest occupied orbital energy**: -7.04 eV
**ΔE to the lowest compared entry with this formula, charge and spin**: 0.0 kJ/mol

- The lowest highest occupied orbital energy belongs to which entry?
  C48H35F4MoN4Sb

- Which formula does entry 2 have?
  C48H35F4MoN4Sb

- Number 1 is which compound?
  C48H34NO8

- The highest highest occupied orbital energy belongs to which entry?
  C48H34NO8